Entry 1:
{
  "formula": "C32H65N2O4",
  "method": "ωB97M-V/def2-TZVPD",
  "total_charge": 1,
  "relative_energy_kj_mol": 0.0,
  "species": ["C", "N", "C", "N", "C", "C", "C", "C", "C", "C", "C", "C", "C", "C", "C", "C", "C", "C", "H", "H", "H", "H", "H", "H", "H", "H", "H", "H", "H", "H", "H", "H", "H", "H", "H", "H", "H", "H", "H", "H", "H", "H", "H", "H", "H", "H", "H", "H", "H", "H", "H", "C", "C", "C", "O", "C", "H", "H", "H", "H", "H", "H", "H", "H", "C", "C", "C", "O", "C", "H", "H", "H", "H", "H", "H", "H", "H", "C", "C", "C", "O", "C", "H", "H", "H", "H", "H", "H", "H", "H", "C", "C", "C", "O", "C", "H", "H", "H", "H", "H", "H", "H", "H"],
  "xyz": [[-1.749188, 0.344051, 2.771624], [-1.940469, -1.022289, 2.257216], [-0.966743, -1.522437, 1.345979], [-1.287301, -1.315780, -0.136015], [-1.795074, -2.601883, -0.735365], [-0.485065, -3.396849, -0.935951], [0.654244, -2.339263, -1.013638], [-0.095812, -1.002515, -0.999580], [0.628177, 0.287975, -0.634537], [0.187522, 1.513658, -1.471215], [-1.302373, 1.582577, -1.826325], [-1.530090, 2.481194, -3.072427], [-2.126696, 2.104680, -0.647976], [-3.639879, 1.972356, -0.916283], [-4.206531, 0.781679, -0.181730], [-5.160787, -0.022415, -0.653132], [-5.991670, 0.365557, -1.851390], [-5.435485, -1.368185, -0.008383], [-1.772137, 0.324556, 3.863385], [-0.796106, 0.772552, 2.463127], [-2.555748, 1.010841, 2.464027], [-2.883467, -1.150275, 1.913922], [-0.852282, -2.600261, 1.475672], [-0.002552, -1.068576, 1.559690], [-1.985550, -0.573169, -0.263065], [-2.240937, -2.368676, -1.700548], [-2.475863, -3.040341, -0.011033], [-0.483807, -3.953887, -1.869698], [-0.370472, -4.040972, -0.069657], [1.437966, -2.457475, -0.266061], [1.124984, -2.425046, -1.994250], [-0.447164, -0.874372, -2.025735], [0.555471, 0.514497, 0.432078], [1.692918, 0.120500, -0.817545], [0.798898, 1.575988, -2.374331], [0.424758, 2.409654, -0.890819], [-1.705697, 0.599224, -2.100994], [-0.583823, 2.853685, -3.466032], [-2.132405, 3.355554, -2.820266], [-2.032272, 1.934868, -3.871036], [-1.877110, 1.575218, 0.277564], [-1.855257, 3.147184, -0.464130], [-3.829729, 1.823412, -1.981011], [-4.156519, 2.888853, -0.613284], [-3.841798, 0.606453, 0.828394], [-5.404288, 0.379983, -2.776747], [-6.399124, 1.369819, -1.725151], [-6.808780, -0.335890, -2.011296], [-5.702796, -1.267238, 1.047441], [-4.554854, -2.009913, -0.081839], [-6.255887, -1.879320, -0.510460], [0.182986, 4.826494, 3.846476], [0.816068, 5.159421, 2.496795], [0.361585, 3.982910, 1.648166], [-0.910968, 3.573806, 2.163699], [-1.146237, 4.217310, 3.424158], [0.059764, 5.690117, 4.496970], [0.789563, 4.086421, 4.373997], [0.396340, 6.088967, 2.106446], [1.898491, 5.263503, 2.527353], [1.062965, 3.142028, 1.732547], [0.251692, 4.237737, 0.592389], [-1.909831, 4.988789, 3.285631], [-1.526197, 3.479243, 4.132388], [2.225425, -4.201191, -6.032994], [1.044007, -4.154457, -5.065602], [0.543345, -2.728142, -5.267321], [0.827793, -2.386371, -6.614934], [1.703831, -3.361207, -7.191921], [2.504818, -5.208353, -6.335822], [3.099176, -3.725386, -5.582856], [0.278600, -4.870395, -5.371538], [1.315800, -4.368102, -4.030936], [1.073587, -2.026163, -4.607245], [-0.530577, -2.624585, -5.091834], [1.133155, -3.970648, -7.898987], [2.493610, -2.846802, -7.738038], [1.822409, -6.376213, 2.698519], [0.655725, -6.348963, 3.684236], [0.110553, -4.943711, 3.481210], [0.363604, -4.610364, 2.105547], [1.262122, -5.573923, 1.534336], [2.125512, -7.379439, 2.406140], [2.688911, -5.868862, 3.126609], [-0.093051, -7.091397, 3.401903], [0.949606, -6.537319, 4.714654], [0.629700, -4.219736, 4.116320], [-0.959954, -4.866745, 3.671880], [0.699517, -6.214827, 0.847023], [2.031901, -5.048120, 0.966874], [6.561038, 5.801908, 1.992745], [6.285490, 4.513751, 2.765314], [4.857579, 4.742063, 3.242405], [4.224427, 5.549604, 2.245466], [5.209479, 6.067445, 1.344509], [7.365264, 5.713863, 1.264622], [6.813865, 6.607471, 2.684594], [6.327881, 3.655522, 2.091011], [6.978569, 4.336212, 3.585609], [4.838587, 5.280499, 4.195442], [4.293147, 3.814806, 3.358886], [5.118987, 5.544875, 0.386239], [5.014974, 7.127079, 1.179711]],
  "forces_ev_per_angstrom": [[-0.32, -0.11, 0.38], [0.20, 0.47, -0.55], [-0.09, -0.29, 0.68], [-0.33, 0.28, -0.79], [0.87, 0.21, -0.02], [0.11, 0.29, 0.28], [-0.30, -0.08, -0.53], [0.84, -0.03, 0.06], [0.20, 0.11, -0.08], [-0.05, -0.20, 0.22], [-0.10, 0.52, -0.25], [0.09, -0.02, 0.21], [-0.18, 0.03, -0.23], [-0.20, -0.05, 0.60], [-0.11, 0.08, -0.18], [0.02, -0.21, -0.05], [0.30, -0.15, -0.30], [-0.25, 0.31, 0.14], [0.11, -0.02, -0.04], [-0.06, 0.02, -0.10], [0.16, 0.10, -0.13], [-0.05, -0.27, 0.22], [0.04, 0.03, -0.19], [-0.03, 0.03, -0.09], [-0.07, 0.01, 0.33], [-0.39, 0.05, 0.22], [-0.20, -0.17, -0.33], [-0.31, -0.29, 0.22], [0.26, -0.30, -0.19], [-0.23, 0.08, 0.23], [0.25, 0.05, 0.15], [-0.43, -0.09, 0.20], [-0.12, -0.09, -0.02], [-0.03, 0.01, 0.07], [-0.10, -0.19, -0.03], [0.07, 0.02, -0.11], [0.16, -0.07, 0.07], [-0.02, -0.04, -0.04], [-0.03, -0.05, -0.06], [0.00, 0.11, -0.02], [0.07, 0.06, 0.04], [0.03, -0.05, 0.00], [0.03, 0.23, 0.01], [0.01, -0.01, -0.06], [0.32, -0.20, -0.11], [-0.01, -0.01, 0.05], [-0.04, -0.06, -0.01], [-0.03, 0.07, 0.05], [0.04, -0.04, -0.03], [-0.08, -0.04, 0.04], [0.02, -0.04, 0.08], [0.04, -0.09, -0.02], [-0.03, 0.07, 0.03], [0.01, -0.04, 0.06], [0.03, -0.09, -0.01], [-0.04, 0.08, -0.01], [0.00, 0.01, -0.01], [-0.01, 0.00, 0.01], [-0.01, -0.01, -0.01], [0.00, 0.01, -0.02], [0.03, 0.02, -0.02], [-0.03, 0.00, -0.01], [0.00, 0.00, 0.03], [-0.01, -0.03, -0.03], [0.03, 0.06, 0.04], [-0.04, -0.03, -0.04], [0.06, 0.02, 0.08], [-0.01, 0.02, -0.01], [-0.04, -0.07, -0.02], [-0.02, -0.01, 0.00], [0.00, 0.00, -0.01], [-0.01, 0.00, 0.00], [0.03, 0.00, 0.00], [-0.02, -0.03, 0.04], [0.00, 0.02, -0.03], [0.02, -0.02, 0.00], [-0.02, 0.04, 0.01], [0.03, 0.06, 0.06], [-0.04, -0.04, -0.08], [0.03, 0.04, 0.07], [-0.01, 0.04, -0.06], [-0.04, -0.06, -0.02], [-0.02, -0.01, 0.00], [0.01, 0.00, -0.01], [-0.01, 0.00, 0.01], [0.02, 0.01, 0.00], [0.00, -0.01, 0.01], [-0.01, 0.02, -0.04], [0.02, -0.02, 0.00], [-0.01, 0.03, 0.01], [-0.01, 0.04, 0.07], [-0.01, -0.04, -0.07], [0.02, 0.06, 0.04], [0.03, -0.05, 0.00], [0.01, -0.03, -0.04], [0.00, -0.02, -0.01], [0.00, 0.01, -0.01], [0.00, -0.01, 0.01], [0.00, 0.02, 0.01], [0.02, -0.03, 0.01], [-0.03, 0.01, -0.01], [0.03, 0.01, -0.01], [-0.04, 0.00, 0.01]]
}


Entry 2:
{
  "formula": "CH4O4",
  "method": "ωB97M-V/def2-TZVPD",
  "smiles": "O=CO.OO",
  "relative_energy_kj_mol": 355.6,
  "species": ["O", "C", "O", "H", "H", "O", "O", "H", "H"],
  "xyz": [[0.473698, 1.259954, 0.654021], [-0.274941, 1.322234, -0.271702], [-1.381528, 0.634109, -0.438289], [-0.355571, 2.177672, -1.037608], [-1.492084, -0.066972, 0.329118], [0.835136, -1.381824, 0.932608], [0.593423, -1.246110, -0.466836], [0.958886, -0.461652, 1.105040], [0.642980, -2.237413, -0.806353]],
  "forces_ev_per_angstrom": [[0.88, -0.07, 0.25], [-1.53, 2.43, -0.80], [-1.00, -2.46, 1.95], [0.91, -1.16, 0.71], [0.58, 1.78, -2.12], [-0.12, -1.66, 0.02], [0.07, -3.35, -1.85], [0.25, 1.48, 0.59], [-0.04, 3.02, 1.26]]
}


Entry 3:
{
  "formula": "C2H4BeO4S",
  "method": "ωB97M-V/def2-TZVPD",
  "relative_energy_kj_mol": 389.9,
  "species": ["S", "O", "O", "O", "C", "C", "O", "Be", "H", "H", "H", "H"],
  "xyz": [[-1.663844, -0.070643, 0.293457], [-1.354377, 1.313511, 0.769327], [-1.677160, -0.021276, -1.281961], [-0.209056, -0.902931, 0.426501], [1.451198, -0.049772, 0.579459], [2.112198, -0.265100, -0.752775], [1.339167, -0.466534, -1.785078], [-0.099637, -0.862575, -1.252912], [2.150498, 0.185400, 1.394257], [0.912601, 0.908843, 0.501603], [2.286549, -1.190062, 0.326920], [2.959486, 0.423947, -0.917194]],
  "forces_ev_per_angstrom": [[-0.18, 3.72, 0.50], [-0.80, -2.44, -0.57], [2.22, -1.88, 0.72], [2.10, -1.60, -1.38], [-0.54, 6.54, -2.24], [0.14, -0.75, 4.22], [-2.00, -1.11, -0.29], [-0.69, 2.02, 0.37], [-0.06, -1.08, 0.17], [-1.24, -0.72, 0.76], [0.60, -1.46, -2.80], [0.45, -1.23, 0.53]]
}


Entry 4:
{
  "formula": "C8H9NO",
  "method": "ωB97M-V/def2-TZVPD",
  "smiles": "O[C@@]12C[C@@H]1Cn1cccc12",
  "relative_energy_kj_mol": 276.6,
  "species": ["O", "C", "C", "C", "C", "N", "C", "C", "C", "C", "H", "H", "H", "H", "H", "H", "H", "H", "H"],
  "xyz": [[-1.844624, 1.802121, -0.624599], [-1.104842, 0.757542, 0.038637], [-1.754040, -0.073020, 1.082799], [-1.480746, -0.681283, -0.331279], [-0.184767, -1.428229, -0.514122], [0.818825, -0.376415, -0.153832], [2.120508, -0.360388, -0.075317], [2.531164, 0.934219, 0.134163], [1.392100, 1.776478, 0.088063], [0.354019, 0.847040, -0.069445], [-1.250972, 2.448804, -0.486259], [-2.824954, 0.239275, 1.155407], [-1.366005, -0.307681, 2.057534], [-2.227534, -0.754387, -0.991809], [-0.187969, -2.239776, 0.181514], [0.026620, -1.669482, -1.567375], [2.760572, -1.300736, -0.219386], [3.595362, 1.121104, 0.300409], [1.322426, 2.895746, 0.276648]],
  "forces_ev_per_angstrom": [[-2.08, -4.26, 0.53], [-1.29, 0.08, -1.66], [-2.22, 0.76, -1.17], [3.04, 1.66, 3.49], [0.43, 1.51, -0.34], [-1.72, -2.53, -0.77], [4.16, -2.18, 0.13], [1.39, -0.10, -0.20], [-0.69, 0.32, 0.67], [-1.09, 2.73, 0.88], [2.66, 4.45, 0.22], [0.89, -0.42, 0.04], [0.70, -0.45, -0.11], [-2.84, -0.59, -2.11], [0.66, -0.81, 0.07], [-0.33, -0.47, 0.49], [-1.16, 1.65, 0.38], [-0.56, 0.51, -0.22], [0.07, -1.87, -0.33]]
}


How do the records compare in calculated total energy? In the order shown, they have -1668.4443; -341.3498; -792.3870; -440.1460 a.u..